No. 1
Here is an isolated ion of composition C6H12N3O and charge +1 at a distorted geometry from the OMol25 dataset. Energies are from ωB97M-V/def2-TZVPD.

Atoms and positions in Å:
1 C -0.0177 0.8556 -2.0491
2 N 0.0397 0.0559 0.7638
3 C -0.3037 -1.3162 -3.1829
4 H 0.2240 -0.9594 -4.0709
5 H 0.3811 2.7314 -1.2503
6 H 0.4483 -0.0108 3.9755
7 C 0.1400 1.6809 -0.9459
8 H 0.0468 2.4501 2.2044
9 C 0.1214 -0.4102 2.1491
10 H -0.2094 1.2991 -3.1110
11 H -0.8068 -2.1567 2.9731
12 H -0.2316 -0.8224 -1.0407
13 H 0.8972 -2.4288 2.7138
14 C 0.1767 1.3664 0.4453
15 H 0.2666 3.3647 0.7754
16 N -0.0417 -0.4639 -1.9660
17 H -0.0298 -2.4848 -3.0418
18 O 0.2925 0.4260 3.1354
19 H -1.4099 -1.2996 -3.3632
20 N 0.1299 2.3944 1.2217
21 H -0.1344 -2.3518 1.3076
22 C 0.0207 -1.9198 2.3567

Energy relative to the best compared isomer or geometry (same formula, charge and spin) = 2.635 eV
Largest force on an atom = 0.13033 hartree/bohr
Net charge = +1
Frontier orbital gap = 7.7 eV
Highest occupied orbital energy = -11.78 eV
Structure (SMILES) = C/[NH+]=C/C=C(N)\N=C(\C)O

Atom charges from the Mulliken analysis, given in e for atoms 1 to 5: C -0.2135; N -0.3814; C -0.8000; H 0.3203; H 0.1373

---

No. 2
Here is a 2-piece molecular cluster, C6H12N3O2 overall at a distorted geometry from the OMol25 dataset. Energies are from ωB97M-V/def2-TZVPD.

Atoms and positions in Å:
1 C 0.5498 -0.8947 0.4714
2 H 1.2525 -0.0977 2.3360
3 N -2.7579 -0.4656 0.8752
4 O -2.7565 -1.4195 -1.2792
5 H 1.6296 0.1146 -2.5384
6 H 0.1218 -1.7267 -0.0088
7 C 1.4861 -0.2547 -0.4112
8 C 1.6841 -0.7489 -1.7719
9 N 0.1739 0.3658 -0.3250
10 O -1.2896 1.9129 0.6205
11 H 0.9339 -1.9995 2.2057
12 H 2.3682 0.1680 0.1801
13 H -0.1794 3.4382 -0.6429
14 C -0.2142 1.6017 -0.1230
15 C 0.6271 -0.9065 1.8880
16 H -3.2909 -0.7087 1.6121
17 H -0.3933 -0.7044 2.2874
18 H -1.8363 1.2106 0.8062
19 H 2.4439 -1.4105 -1.8676
20 C -2.9093 -1.0120 -0.2160
21 H 1.1739 2.3120 -1.2826
22 N 0.4144 2.5549 -0.7721
23 H 0.7682 -1.3292 -2.0439

Energy relative to the best compared isomer or geometry (same formula, charge and spin) = 2.517 eV
Largest force on an atom = 0.13799 hartree/bohr
Net charge = +1
Frontier orbital gap = 11.8 eV
Highest occupied orbital energy = -14.58 eV

Atom charges from the Mulliken analysis, given in e for atoms 1 to 5: C -0.1556; H 0.3435; N -0.5757; O -0.3121; H 0.2383

---

No. 3
Here is a 2-piece molecular cluster, C6H12N3O4 overall at a distorted geometry from the OMol25 dataset. Energies are from ωB97M-V/def2-TZVPD.

Atoms and positions in Å:
1 H -1.2600 2.7279 -1.1128
2 C 2.4837 -1.7219 -0.2968
3 H 2.5241 -2.3882 -1.1649
4 H -4.4298 -1.0192 0.3510
5 H 0.4782 2.8234 -1.4833
6 H -1.3175 1.9901 1.4160
7 N 1.3662 -0.6765 -0.5053
8 C -0.2896 1.9196 1.1371
9 C 1.5214 0.6670 -0.2125
10 H 2.7728 -2.8878 1.2016
11 O 2.0596 -2.2874 0.9207
12 C 0.0184 1.1946 -0.0918
13 H -1.4777 -2.1334 0.0332
14 N -0.7605 -0.0090 -0.1135
15 O -2.7951 -2.1413 0.4102
16 C -0.2659 2.1235 -1.3029
17 H 0.0772 2.9216 1.1389
18 C -3.3905 -1.0629 0.3467
19 H 3.4889 -1.1105 -0.0641
20 H 0.1367 1.4366 2.0200
21 H -2.7292 -0.1564 0.3160
22 O -0.3836 -2.1504 -0.4197
23 H -0.4364 1.5670 -2.2043
24 O 2.5544 1.3008 -0.0063
25 N 0.0542 -0.9275 -0.3131

Energy relative to the best compared isomer or geometry (same formula, charge and spin) = 4.339 eV
Largest force on an atom = 0.07529 hartree/bohr
Net charge = +1
Frontier orbital gap = 9.9 eV
Highest occupied orbital energy = -14.42 eV

Atom charges from the Mulliken analysis, given in e for atoms 1 to 5: H 0.3349; C -0.3409; H 0.3414; H 0.3845; H 0.4324